Record 1
This record from the OMol25 dataset describes a 2-piece molecular cluster, ClH2NO2P overall in a non-equilibrium geometry. The level of theory is ωB97M-V/def2-TZVPD.

DFT total energy   -27430.806 eV
ΔE to the lowest compared entry with this formula, charge and spin   297.23 kJ/mol
LUMO   3.615 eV
Net charge   -1

Bonds (Å) are listed after each position.
Cartesian coordinates (Å):
1 N 0.082 -0.659 -0.236  P4 1.473
2 O 2.769 -1.159 0.279  P4 1.458
3 O -2.586 0.185 -0.020  H6 0.960, H7 1.021
4 P 1.502 -0.459 0.101  N1 1.473, O2 1.458, Cl5 2.243
5 Cl 2.030 1.714 0.269  P4 2.243
6 H -1.877 -0.460 0.044  O3 0.960
7 H -1.921 0.838 -0.436  O3 1.021

***

Record 2
This record from the OMol25 dataset describes a 2-piece molecular cluster, ClH2NOS overall in a non-equilibrium geometry. The level of theory is ωB97M-V/def2-TZVPD.

DFT total energy   -26924.361 eV
ΔE to the lowest compared entry with this formula, charge and spin   250.72 kJ/mol
SMILES string   NCl.O=S
LUMO (spin up / spin down)   -1.136 / -1.221 eV

Bonds (Å) are listed after each position.
Cartesian coordinates (Å):
1 N 1.234 1.113 0.221  Cl2 1.787, H3 1.037, H4 1.035
2 Cl 0.502 -0.402 0.821  N1 1.787
3 H 1.205 1.043 -0.813  N1 1.037
4 H 0.712 1.972 0.472  N1 1.035
5 O -1.571 -2.064 -0.987  S6 1.431
6 S -2.082 -1.662 0.287  O5 1.431

***

Record 3
This record from the OMol25 dataset describes a 2-piece molecular cluster, ClH2NOS2 overall in a non-equilibrium geometry. The level of theory is ωB97M-V/def2-TZVPD.

DFT total energy   -37757.909 eV
ΔE to the lowest compared entry with this formula, charge and spin   373.70 kJ/mol
LUMO (spin up / spin down)   -1.462 / -2.948 eV

Bonds (Å) are listed after each position.
Cartesian coordinates (Å):
1 N 0.515 0.266 1.765  Cl5 1.636, H6 1.003
2 O -1.391 0.838 -1.060  S4 1.495
3 S -1.011 -2.076 -1.356  S4 2.004
4 S -0.512 -0.285 -0.609  O2 1.495, S3 2.004, H7 1.401
5 Cl 1.966 0.614 1.093  N1 1.636
6 H -0.230 0.897 1.537  N1 1.003
7 H 0.663 -0.253 -1.371  S4 1.401

***

Record 4
This record from the OMol25 dataset describes one molecule with the formula ClH2NOS2 in a non-equilibrium geometry. The level of theory is ωB97M-V/def2-TZVPD.

DFT total energy   -37761.609 eV
ΔE to the lowest compared entry with this formula, charge and spin   16.72 kJ/mol
LUMO   -0.591 eV

Bonds (Å) are listed after each position.
Cartesian coordinates (Å):
1 N 1.276 -0.135 -0.050  S4 1.652, H6 0.941, H7 0.961
2 O -0.046 2.010 0.146  S4 1.456
3 S -1.747 -0.098 0.541  S4 2.243, Cl5 2.110
4 S -0.007 0.754 -0.590  N1 1.652, O2 1.456, S3 2.243
5 Cl -2.791 -1.738 -0.278  S3 2.110
6 H 1.850 -0.569 -0.657  N1 0.941
7 H 1.466 -0.225 0.888  N1 0.961

***

Record 5
This record from the OMol25 dataset describes one molecule with the formula ClH2NOS2 in a non-equilibrium geometry. The level of theory is ωB97M-V/def2-TZVPD.

DFT total energy   -37756.210 eV
ΔE to the lowest compared entry with this formula, charge and spin   537.61 kJ/mol
SMILES string   O=[S@H](=S)NCl
LUMO (spin up / spin down)   -1.373 / -1.392 eV

Bonds (Å) are listed after each position.
Cartesian coordinates (Å):
1 O -0.241 -2.263 -0.286  S2 2.137
2 S -0.630 -0.227 0.235  O1 2.137, S3 1.895, N4 1.696, H6 1.386
3 S -2.270 0.672 -0.075  S2 1.895
4 N 0.630 0.786 -0.274  S2 1.696, Cl5 1.741, H7 1.019
5 Cl 2.222 0.187 0.099  N4 1.741
6 H -0.269 -0.147 1.571  S2 1.386
7 H 0.558 0.993 -1.269  N4 1.019

***

Record 6
This record from the OMol25 dataset describes one molecule with the formula ClH2NP2 in a non-equilibrium geometry. The level of theory is ωB97M-V/def2-TZVPD.

DFT total energy   -32621.080 eV
ΔE to the lowest compared entry with this formula, charge and spin   119.57 kJ/mol
SMILES string   [H]/N=P(\Cl)=P\[H]
LUMO   -0.397 eV

Bonds (Å) are listed after each position.
Cartesian coordinates (Å):
1 H 0.318 2.262 -0.465  N2 1.029
2 N 0.689 1.315 -0.624  H1 1.029, P3 1.535
3 P -0.222 0.138 -0.247  N2 1.535, Cl4 1.934, P5 2.012
4 Cl -2.081 0.491 0.155  P3 1.934
5 P -0.044 -1.771 0.363  P3 2.012, H6 1.526
6 H -1.470 -1.755 -0.181  P5 1.526

***

Repeat the fifth record exactly.
This record from the OMol25 dataset describes one molecule with the formula ClH2NOS2 in a non-equilibrium geometry. The level of theory is ωB97M-V/def2-TZVPD.

DFT total energy   -37756.210 eV
ΔE to the lowest compared entry with this formula, charge and spin   537.61 kJ/mol
SMILES string   O=[S@H](=S)NCl
LUMO (spin up / spin down)   -1.373 / -1.392 eV

Bonds (Å) are listed after each position.
Cartesian coordinates (Å):
1 O -0.241 -2.263 -0.286  S2 2.137
2 S -0.630 -0.227 0.235  O1 2.137, S3 1.895, N4 1.696, H6 1.386
3 S -2.270 0.672 -0.075  S2 1.895
4 N 0.630 0.786 -0.274  S2 1.696, Cl5 1.741, H7 1.019
5 Cl 2.222 0.187 0.099  N4 1.741
6 H -0.269 -0.147 1.571  S2 1.386
7 H 0.558 0.993 -1.269  N4 1.019